{
  "formula": "C3H4O3",
  "method": "ωB97M-V/def2-TZVPD",
  "elements": ["C", "C", "C", "O", "O", "O", "H", "H", "H", "H"],
  "coordinates": [[-0.585747, 1.216906, 0.479085], [-0.069551, 0.063290, -0.242547], [-0.036628, -1.254006, 0.182321], [0.914697, -1.978453, -0.594401], [1.556283, -0.979118, -1.314064], [0.801813, 0.247348, -1.268672], [-1.295184, 1.749147, -0.108480], [0.297273, 1.875021, 0.696080], [-1.080136, 0.900297, 1.276421], [-0.502820, -1.840433, 0.894258]],
  "atomic_forces_ev_per_a": [[2.6, 2.0, -3.2], [0.5, -4.3, 1.9], [1.7, 3.0, -2.9], [-2.1, 0.0, 1.1], [1.8, 0.7, -1.3], [-0.3, 0.1, -0.2], [-0.5, 0.8, -0.7], [-1.0, -0.4, 0.1], [-1.8, -1.2, 3.8], [-0.9, -0.6, 1.3]],
  "lowdin_charge": [-0.01, -0.32, 0.01, -0.04, -0.03, 0.03, 0.08, 0.13, 0.04, 0.10],
  "relative_energy_kcal_mol": 169.5,
  "e_tot_ha": -342.18589,
  "spin_multiplicity": 1,
  "smiles": "CC1=COOO1",
  "e_homo_ha": -0.2966
}

---

{
  "formula": "C25H34N8OPdS2SeSi2Te",
  "method": "ωB97M-V/def2-TZVPD",
  "elements": ["Pd", "C", "S", "C", "S", "N", "N", "C", "C", "C", "C", "C", "C", "N", "H", "H", "H", "H", "H", "H", "H", "H", "O", "N", "C", "C", "N", "C", "N", "C", "Si", "C", "C", "C", "Te", "C", "Si", "C", "C", "C", "H", "H", "H", "H", "H", "H", "H", "H", "H", "H", "H", "H", "H", "H", "H", "H", "H", "H", "H", "H", "H", "H", "Se", "N", "C", "C", "C", "C", "C", "C", "N", "H", "H", "H", "H"],
  "coordinates": [[-0.162111, -1.097957, -0.828420], [1.246939, -5.056709, -4.227819], [0.509983, -5.568013, -2.666217], [-0.019894, -4.085501, -1.933091], [0.174671, -2.547828, -2.779297], [-0.571071, -4.194711, -0.767806], [-1.054523, -2.973796, -0.329020], [-2.095988, -3.002341, 0.404777], [-2.827978, -1.744468, 0.593759], [-3.980251, -1.687652, 1.355776], [-4.735408, -0.519357, 1.332395], [-4.313538, 0.530167, 0.538677], [-3.129392, 0.395385, -0.177345], [-2.392015, -0.706845, -0.151852], [1.507257, -5.998120, -4.710502], [0.535651, -4.531924, -4.859598], [2.158894, -4.482514, -4.082170], [-2.503308, -3.951837, 0.739589], [-4.292849, -2.548031, 1.931131], [-5.645999, -0.446609, 1.911313], [-4.884891, 1.444521, 0.462426], [-2.767579, 1.202979, -0.799591], [2.133111, 0.279902, -1.420173], [2.569899, 1.140544, -0.601448], [3.767625, 1.105834, -0.100135], [4.642326, 0.009080, -0.384460], [5.111637, -0.988733, -0.711011], [4.107939, 2.144878, 0.823545], [4.378415, 2.983035, 1.559847], [-2.590295, 3.556527, -2.198387], [-0.854314, 2.933564, -2.535308], [-0.854188, 1.174508, -3.180828], [0.046045, 4.050336, -3.709112], [0.176989, 3.009748, -0.921199], [0.190891, 1.431330, 0.474600], [-1.190632, 2.319526, 1.785611], [-0.359989, 3.290969, 3.229197], [-1.734484, 4.232644, 4.042565], [0.384742, 1.994976, 4.337812], [0.936749, 4.411365, 2.511526], [-2.878997, 4.271188, -2.970923], [-2.674788, 4.081976, -1.244802], [-3.341376, 2.765381, -2.224741], [-1.576510, 0.518199, -2.683888], [0.146016, 0.736583, -3.096660], [-1.112724, 1.178392, -4.242271], [-0.458987, 4.073108, -4.676658], [1.067948, 3.702723, -3.873701], [0.095679, 5.076978, -3.343005], [-0.119849, 3.868411, -0.314565], [1.224795, 3.143516, -1.185542], [-1.792920, 1.515265, 2.215114], [-1.817887, 2.960522, 1.163485], [-2.571634, 3.584348, 4.306663], [-2.107436, 5.027662, 3.394665], [-1.383425, 4.701635, 4.963478], [-0.393124, 1.450430, 4.878122], [1.048689, 2.441999, 5.078798], [0.982062, 1.265421, 3.782244], [0.496016, 5.175510, 1.866388], [1.715606, 3.893321, 1.944932], [1.452418, 4.936151, 3.318775], [2.850538, -2.367079, -1.845061], [1.949697, -2.252990, -0.261445], [2.150125, -3.384558, 0.360636], [1.644643, -3.705655, 1.668381], [1.949216, -4.909604, 2.189054], [2.757579, -5.885195, 1.477252], [3.256390, -5.640844, 0.247921], [2.967190, -4.379072, -0.359836], [3.382411, -4.017957, -1.554444], [1.054934, -2.976212, 2.206256], [1.594333, -5.173798, 3.176378], [2.960180, -6.828150, 1.965991], [3.864131, -6.356473, -0.286748]],
  "atomic_forces_ev_per_a": [[0.1, -0.5, 0.0], [0.0, 0.0, -0.1], [-0.1, 0.1, 0.0], [0.1, -0.2, 0.0], [-0.1, 0.2, -0.1], [0.1, 0.5, -0.1], [-0.2, -0.6, 0.3], [-0.1, 0.2, -0.1], [0.1, -0.1, 0.0], [0.0, 0.1, -0.1], [0.0, 0.0, 0.0], [0.0, 0.0, 0.0], [0.0, 0.0, 0.0], [0.0, 0.0, 0.0], [0.0, 0.0, 0.0], [0.0, 0.0, 0.0], [0.0, 0.0, 0.0], [0.0, 0.0, 0.0], [0.0, 0.0, 0.0], [0.0, 0.0, 0.0], [0.0, 0.0, 0.0], [0.0, 0.0, 0.0], [0.1, 0.1, -0.1], [-0.2, -0.4, 0.0], [0.1, 0.1, 0.2], [-0.3, -0.1, -0.3], [0.3, 0.1, 0.2], [0.1, -0.1, 0.0], [-0.1, 0.0, 0.1], [0.0, 0.0, 0.0], [0.0, 0.0, 0.0], [0.0, 0.0, 0.0], [0.1, 0.0, 0.0], [0.0, 0.1, 0.1], [0.2, 0.5, 0.0], [-0.1, -0.1, 0.1], [0.1, 0.0, 0.0], [0.0, 0.0, 0.0], [0.0, -0.1, 0.0], [0.0, 0.1, -0.1], [0.0, 0.0, 0.0], [0.0, 0.0, 0.0], [0.0, 0.0, 0.0], [0.0, 0.0, 0.0], [0.0, 0.0, 0.0], [0.0, 0.0, 0.0], [0.0, 0.0, 0.0], [0.0, 0.0, 0.0], [0.0, 0.0, 0.0], [0.0, 0.0, 0.0], [0.0, 0.0, 0.0], [-0.1, 0.0, 0.0], [0.0, 0.0, 0.0], [0.0, 0.0, 0.0], [0.0, 0.0, 0.0], [0.0, 0.0, 0.0], [0.0, 0.0, 0.0], [0.0, 0.0, 0.0], [0.0, 0.0, 0.0], [0.0, 0.0, 0.0], [0.0, 0.0, 0.0], [0.0, 0.0, 0.0], [0.0, 0.0, 0.0], [0.0, 0.2, -0.4], [-0.1, -0.1, 0.3], [0.0, 0.0, -0.1], [0.1, -0.1, 0.0], [-0.1, 0.1, 0.1], [0.0, 0.0, 0.0], [0.1, -0.1, 0.0], [0.0, 0.1, 0.0], [0.0, 0.0, 0.0], [0.0, 0.0, 0.0], [0.0, 0.0, 0.0], [0.0, 0.0, 0.0]],
  "lowdin_spin": [1.29, 0.01, 0.01, 0.03, 0.59, 0.08, 0.15, 0.01, 0.01, 0.00, 0.00, 0.00, 0.02, 0.10, 0.00, 0.00, 0.00, 0.00, 0.00, 0.00, 0.00, 0.00, 0.16, 0.17, 0.02, 0.02, 0.02, 0.00, 0.00, 0.00, 0.01, 0.01, 0.00, 0.04, 0.48, 0.08, 0.02, 0.00, 0.00, 0.01, 0.00, 0.00, 0.00, 0.00, 0.00, 0.00, 0.00, 0.00, 0.00, 0.00, 0.00, 0.01, 0.01, 0.00, 0.00, 0.00, 0.00, 0.00, 0.00, 0.00, 0.00, 0.00, 0.28, 0.09, 0.08, 0.02, 0.03, 0.08, -0.02, 0.10, -0.03, 0.00, 0.00, 0.00, 0.00],
  "relative_energy_kcal_mol": 45.4,
  "charge": 2,
  "e_tot_ha": -5658.28938,
  "spin_multiplicity": 5,
  "e_homo_ha": [-0.5163, -0.5205]
}

---

{
  "formula": "C11H13MnN3O7",
  "method": "ωB97M-V/def2-TZVPD",
  "elements": ["Mn", "O", "C", "O", "C", "C", "C", "C", "C", "N", "C", "O", "O", "H", "H", "H", "H", "C", "C", "N", "O", "C", "C", "N", "O", "H", "H", "H", "H", "H", "H", "H", "O", "H", "H"],
  "coordinates": [[0.646527, 0.151079, -0.513042], [-1.305988, -1.291332, 3.432847], [-0.908630, -1.060946, 2.187995], [-1.288090, -0.140678, 1.505476], [0.033812, -2.097026, 1.665883], [0.262479, -3.315547, 2.271526], [1.059215, -4.241144, 1.600351], [1.563902, -3.930641, 0.351187], [1.287888, -2.678155, -0.177882], [0.565751, -1.778829, 0.483855], [1.727063, -2.253476, -1.568659], [2.378404, -2.988491, -2.259881], [1.283283, -1.059896, -1.893916], [-1.935856, -0.596488, 3.683549], [-0.184896, -3.541524, 3.227905], [1.255904, -5.205997, 2.047731], [2.156046, -4.624949, -0.228088], [-2.268428, 2.840090, -2.177893], [-1.231422, 2.090748, -1.426652], [-0.689871, 0.990784, -1.806130], [-1.089027, 0.437667, -2.986873], [-0.698591, 2.590349, -0.128867], [-1.098911, 3.862991, 0.528724], [0.185834, 1.785586, 0.352643], [0.915722, 1.776360, 1.372929], [-2.530396, 2.335650, -3.101805], [-1.901498, 3.843488, -2.402798], [-3.159266, 2.953337, -1.557989], [-0.435718, -0.267671, -3.143134], [-0.717755, 4.724679, -0.022810], [-0.696651, 3.892224, 1.538629], [-2.184438, 3.948817, 0.576785], [2.661651, 0.817059, -0.491875], [2.984913, 1.424799, 0.185881], [3.357037, 0.607083, -1.125604]],
  "atomic_forces_ev_per_a": [[0.0, -0.4, -0.4], [0.0, 0.1, -0.1], [0.0, -0.1, 0.1], [0.0, 0.0, -0.1], [0.0, 0.0, 0.0], [0.0, 0.0, -0.1], [0.0, 0.0, 0.0], [0.0, 0.0, 0.0], [0.0, 0.0, 0.1], [0.0, 0.1, 0.0], [-0.1, 0.0, -0.1], [0.0, 0.0, 0.0], [0.0, -0.1, -0.1], [0.0, 0.0, 0.0], [0.0, 0.0, 0.0], [0.0, 0.0, 0.0], [0.0, 0.0, 0.0], [0.0, 0.0, 0.0], [0.0, 0.1, 0.2], [0.1, 0.0, 0.1], [0.0, 0.0, 0.0], [-0.1, -0.1, -0.2], [0.0, 0.0, 0.0], [0.1, 0.0, 0.2], [-0.2, 0.3, 0.1], [0.0, 0.0, 0.0], [0.0, 0.0, 0.0], [0.0, 0.0, 0.0], [0.0, 0.0, 0.0], [0.0, 0.0, 0.0], [0.0, 0.0, 0.0], [0.0, 0.0, 0.0], [0.0, 0.1, 0.1], [0.0, 0.0, 0.0], [0.0, 0.0, 0.0]],
  "lowdin_spin": [4.07, 0.00, 0.00, 0.02, 0.01, 0.00, 0.00, 0.00, 0.01, 0.04, 0.01, 0.01, 0.05, 0.00, 0.00, 0.00, 0.00, 0.00, 0.03, 0.00, 0.00, 0.02, 0.00, -0.17, -0.16, 0.00, 0.00, 0.00, 0.00, 0.00, 0.00, 0.00, 0.04, 0.00, 0.00],
  "relative_energy_kcal_mol": 0.0,
  "charge": 1,
  "e_tot_ha": -2268.70422,
  "spin_multiplicity": 5,
  "e_homo_ha": [-0.4581, -0.4642]
}

---

{
  "formula": "C8H18N2",
  "method": "ωB97M-V/def2-TZVPD",
  "elements": ["C", "C", "C", "N", "N", "H", "H", "H", "H", "H", "H", "H", "H", "C", "C", "C", "C", "C", "H", "H", "H", "H", "H", "H", "H", "H", "H", "H"],
  "coordinates": [[-2.139239, 1.340898, -0.232620], [-1.575172, 0.505751, 0.648200], [-1.370922, 0.880716, 2.089054], [-1.522946, -0.897653, 0.438928], [-1.899040, -1.423169, -0.807865], [-2.378660, 1.029028, -1.233710], [-2.331790, 2.368617, 0.020258], [-1.492851, 1.951146, 2.228764], [-2.105666, 0.381115, 2.721322], [-0.371686, 0.609447, 2.429506], [-1.119219, -1.454286, 1.187541], [-1.310729, -1.074879, -1.568624], [-1.828157, -2.429366, -0.920401], [1.728220, -1.585356, 1.016175], [1.212272, -1.155339, -0.325025], [1.196763, 0.106270, -0.817412], [1.517677, 1.344122, -0.032865], [1.093474, 0.341836, -2.297901], [2.780618, -1.866923, 0.954274], [1.183750, -2.465257, 1.362103], [1.625722, -0.801656, 1.762498], [1.131905, -1.978246, -1.029622], [0.630870, 1.981381, 0.001665], [2.292422, 1.928948, -0.531472], [1.851446, 1.136551, 0.979911], [1.989519, 0.830314, -2.685103], [0.974259, -0.590063, -2.849553], [0.237158, 0.986055, -2.508025]],
  "atomic_forces_ev_per_a": [[0.6, 0.0, -0.3], [-1.9, -2.0, 0.2], [0.4, 0.0, -0.1], [0.0, 1.4, 0.9], [-0.2, 0.1, -0.9], [-0.2, -0.1, -0.1], [0.1, 0.2, 0.1], [0.0, 0.1, -0.1], [0.0, -0.1, 0.0], [0.1, 0.0, 0.1], [0.1, 0.0, -0.9], [0.3, 0.3, 0.5], [0.0, 0.1, 1.0], [-0.6, 0.1, 0.1], [1.3, 1.2, -0.7], [1.1, -1.4, 0.1], [-0.3, 0.0, 0.1], [-0.6, -0.1, 0.0], [0.0, 0.0, 0.0], [0.0, 0.0, 0.2], [0.0, 0.0, 0.1], [-0.3, 0.1, -0.2], [0.1, 0.0, 0.1], [0.1, -0.1, 0.0], [0.0, 0.0, 0.1], [0.0, 0.1, 0.1], [-0.1, -0.1, 0.0], [0.0, 0.1, -0.2]],
  "lowdin_charge": [0.01, -0.43, -0.05, -0.10, 0.02, 0.04, 0.05, 0.08, 0.08, 0.06, 0.12, 0.06, 0.08, -0.10, -0.17, -0.37, -0.06, -0.08, 0.08, 0.06, 0.05, 0.10, 0.07, 0.08, 0.06, 0.08, 0.07, 0.07],
  "relative_energy_kcal_mol": 61.8,
  "e_tot_ha": -425.03248,
  "spin_multiplicity": 1,
  "smiles": "C=C(C)NN.CC=C(C)C",
  "e_homo_ha": -0.2685
}

---

{
  "formula": "C25H25AsCaCl2N4O2S2",
  "method": "ωB97M-V/def2-TZVPD",
  "elements": ["Ca", "Cl", "C", "C", "C", "N", "C", "O", "C", "C", "C", "C", "C", "N", "C", "C", "C", "Cl", "N", "C", "O", "C", "C", "C", "C", "C", "N", "H", "H", "H", "H", "H", "H", "H", "H", "H", "H", "C", "C", "S", "C", "C", "S", "H", "H", "H", "H", "H", "H", "C", "As", "C", "C", "H", "H", "H", "H", "H", "H", "H", "H", "H"],
  "coordinates": [[-0.887908, 0.513728, 0.085493], [-0.273142, 3.242928, 6.823851], [-0.267071, 3.139848, 5.076475], [-0.415218, 1.893196, 4.486246], [-0.410884, 1.735062, 3.095947], [-0.498290, 0.512918, 2.444729], [-0.656988, -0.638402, 3.098908], [-0.818924, -0.854829, 4.311487], [-0.568539, -1.878322, 2.209182], [-0.946401, -3.103487, 2.747257], [-0.810441, -4.237358, 1.969204], [-0.308007, -4.115373, 0.682001], [0.015320, -2.850497, 0.218873], [-0.091224, -1.756433, 0.971682], [-0.266134, 2.909411, 2.279909], [-0.129985, 4.146846, 2.910612], [-0.123402, 4.262061, 4.294511], [0.061688, 5.853547, 4.998851], [-0.206679, 2.727050, 0.890478], [-0.137110, 3.762413, 0.059428], [-0.206206, 4.988166, 0.262272], [0.128312, 3.363588, -1.392721], [0.642390, 4.334907, -2.251118], [0.955462, 3.983131, -3.549567], [0.723686, 2.679656, -3.966876], [0.185848, 1.782245, -3.058895], [-0.096301, 2.113303, -1.799189], [-0.536532, 1.020043, 5.104363], [-1.338850, -3.117997, 3.752888], [-1.106916, -5.207114, 2.353448], [-0.205197, -4.971307, 0.027537], [0.333637, -2.684348, -0.805066], [-0.035176, 5.032187, 2.305748], [0.777017, 5.332192, -1.858923], [1.372304, 4.715265, -4.232216], [0.941139, 2.356470, -4.976712], [-0.049611, 0.762348, -3.342735], [-4.089207, -3.278697, -0.106726], [-3.239557, -2.108123, -0.564077], [-3.414173, -0.652335, 0.419580], [-2.459189, -2.261942, -1.655097], [-2.460773, -3.581937, -2.396350], [-1.394842, -1.022307, -2.325091], [-4.512894, -3.069032, 0.873501], [-3.504810, -4.204389, -0.037273], [-4.919141, -3.475397, -0.798731], [-3.474432, -3.925638, -2.635513], [-1.992836, -4.382763, -1.804660], [-1.902755, -3.488732, -3.326799], [2.779069, -0.555022, -3.303574], [2.272295, -0.437163, -1.408579], [3.405291, -1.910571, -0.760816], [3.523432, 1.011742, -0.949509], [3.842800, -0.777611, -3.411872], [2.560436, 0.398761, -3.782239], [2.181511, -1.329240, -3.784574], [4.448767, -1.755911, -1.043056], [3.052432, -2.853723, -1.179352], [3.319438, -1.968081, 0.324127], [4.532515, 0.801763, -1.311501], [3.538742, 1.137889, 0.133057], [3.162210, 1.941417, -1.392237]],
  "atomic_forces_ev_per_a": [[-0.1, -0.4, -0.5], [0.0, 0.0, 0.0], [0.0, -0.1, 0.0], [0.0, 0.0, 0.0], [0.0, 0.1, 0.0], [0.1, 0.0, 0.0], [0.2, 0.1, 0.1], [0.0, 0.0, 0.0], [0.0, 0.2, 0.2], [0.0, 0.0, -0.1], [0.0, 0.0, 0.0], [0.0, 0.0, -0.1], [0.0, -0.1, 0.0], [-0.2, 0.0, -0.1], [0.0, 0.0, 0.1], [0.0, 0.0, 0.0], [0.0, 0.1, -0.1], [0.0, 0.0, 0.0], [-0.1, 0.0, 0.0], [0.0, 0.0, -0.1], [0.0, 0.0, 0.0], [0.1, 0.0, 0.0], [0.0, 0.0, 0.0], [0.0, 0.0, 0.0], [0.0, 0.0, 0.0], [-0.1, 0.0, -0.1], [0.1, 0.1, 0.2], [0.0, 0.0, 0.0], [0.0, 0.0, 0.0], [0.0, 0.0, 0.0], [0.0, 0.0, 0.0], [0.0, 0.0, 0.0], [0.0, 0.0, 0.0], [0.0, 0.0, 0.0], [0.0, 0.0, 0.0], [0.0, 0.0, 0.0], [0.0, 0.0, 0.0], [0.0, 0.0, 0.0], [0.0, 0.0, 0.0], [0.0, 0.1, 0.0], [0.0, 0.1, 0.0], [0.0, -0.1, 0.0], [0.1, 0.0, 0.0], [0.0, 0.0, 0.0], [0.0, 0.0, 0.0], [0.0, 0.0, 0.0], [0.0, 0.0, 0.0], [0.0, 0.0, 0.0], [0.0, 0.0, 0.0], [0.0, -0.1, 0.0], [0.0, 0.2, 0.2], [0.0, 0.0, 0.0], [0.0, 0.0, 0.0], [0.0, 0.0, 0.0], [0.0, 0.0, 0.0], [0.0, 0.0, 0.0], [0.0, 0.0, 0.0], [0.0, 0.0, 0.0], [0.0, 0.0, 0.0], [0.0, 0.0, 0.0], [0.0, 0.0, 0.0], [0.0, 0.0, 0.0]],
  "lowdin_charge": [0.98, 0.59, -0.70, -0.05, -0.21, -0.02, -0.49, -0.02, -0.21, -0.01, -0.07, -0.08, -0.19, 0.04, -0.20, -0.06, -0.70, 0.58, 0.00, -0.50, -0.03, -0.19, -0.02, -0.08, -0.08, -0.21, 0.03, 0.08, 0.11, 0.10, 0.09, 0.05, 0.08, 0.11, 0.09, 0.10, 0.00, -0.18, -0.85, 0.35, -0.86, -0.18, 0.38, 0.03, 0.05, 0.06, 0.06, 0.05, 0.03, -0.33, 1.06, -0.35, -0.33, 0.01, 0.00, 0.02, 0.01, 0.01, 0.02, 0.01, 0.02, 0.01],
  "relative_energy_kcal_mol": 10.2,
  "charge": -2,
  "e_tot_ha": -5967.55485,
  "spin_multiplicity": 1,
  "e_homo_ha": -0.0176
}

---

{
  "formula": "CH3FN2",
  "method": "ωB97M-V/def2-TZVPD",
  "elements": ["C", "N", "N", "F", "H", "H", "H"],
  "coordinates": [[-0.932693, 0.195247, 0.713621], [-0.946607, 0.051232, -0.498396], [2.556197, -1.173216, -0.772109], [2.689063, 0.201387, -0.928791], [0.097810, 0.450593, 1.012717], [-1.664913, 0.552258, 1.454827], [-1.798859, -0.277504, -0.981867]],
  "atomic_forces_ev_per_a": [[1.8, 2.9, 2.7], [-0.8, -2.4, -3.9], [0.3, 2.9, -0.3], [-0.3, -2.9, 0.3], [-0.2, -0.2, 0.8], [-0.6, -1.2, -0.3], [-0.1, 0.9, 0.6]],
  "lowdin_charge": [-0.19, 0.01, 0.18, -0.18, 0.05, 0.07, 0.06],
  "relative_energy_kcal_mol": 142.2,
  "e_tot_ha": -249.04009,
  "spin_multiplicity": 1,
  "e_homo_ha": [-0.3542, -0.3541]
}